Molecular formula: C4H7N3O
Method: DFT, ωB97M-V with the def2-TZVPD basis set

Last column: Mulliken charge in e.
Atoms and positions in Å:
C (1.7870, 0.0812, 0.7334)  0.1412
C (0.7989, 1.1337, -1.2041)  0.1656
C (-1.6741, 0.1899, 0.5866)  -0.4116
C (-1.3798, -0.8722, -0.5061)  -0.4039
H (1.1724, -1.8882, 1.3426)  0.2989
H (2.6694, 0.9458, 0.7692)  0.2603
H (-0.1950, 1.4795, -1.7438)  0.2420
H (-1.7054, 1.3036, 0.4544)  0.2471
H (-2.2822, -0.3504, 1.3188)  0.2543
H (-1.8931, -1.8961, -0.5464)  0.1972
H (-1.3831, -0.5771, -1.5869)  0.1823
N (1.9200, -0.9327, 1.5651)  -0.6317
N (0.6997, 0.2655, -0.0685)  0.4275
N (-0.3799, -0.4889, 0.3728)  -0.5101
O (1.8450, 1.6065, -1.4871)  -0.4591

Its total energy is -395.95809 Ha. The value obtained for the LUMO energy is 0.73 eV. Its relative energy (zero: lowest compared OMol25 entry of this formula, charge and spin) is 5.1789 eV. The net charge is 0. As for the HOMO energy: -9.092 eV. Its frontier orbital gap is 9.819 eV.

Molecular formula: C6F18N3O12PtS6
Method: DFT, ωB97M-V with the def2-TZVPD basis set

Last column: Mulliken charge in e.
Atoms and positions in Å:
Pt (-0.3065, 0.1154, 0.0848)  1.8342
C (-3.2241, -2.5201, 0.6517)  0.6522
F (-4.5553, -2.1343, 0.4406)  -0.2032
F (-2.7356, -1.9697, 1.8432)  -0.1497
F (-3.0994, -3.8378, 0.6021)  -0.1748
S (-2.1100, -1.8819, -0.9004)  0.6614
O (-0.7086, -2.1125, -0.4194)  -0.6115
O (-2.5802, -2.5444, -2.0820)  -0.5030
N (-2.1586, -0.1583, -0.8013)  -0.2003
S (-3.1870, 0.1657, -1.8904)  0.7398
O (-2.5704, 0.1664, -3.2273)  -0.5888
O (-4.4897, -0.4448, -1.7883)  -0.5760
C (-3.3928, 2.0403, -1.4546)  0.6114
F (-3.9692, 2.2351, -0.2904)  -0.2302
F (-2.1694, 2.5992, -1.4307)  -0.1709
F (-4.0812, 2.6583, -2.4070)  -0.2172
C (0.8427, 1.2784, 4.1218)  0.6725
F (0.8084, 2.4107, 3.4924)  -0.1914
F (2.0976, 0.8471, 4.0919)  -0.2161
F (0.5042, 1.4708, 5.4137)  -0.2111
S (-0.2963, -0.1099, 3.2442)  0.8706
O (-0.7385, -1.0924, 4.2896)  -0.5521
O (-1.4201, 0.5481, 2.6245)  -0.6322
N (0.5261, -0.6750, 1.7852)  -0.2509
S (1.1262, -1.9934, 2.2622)  0.7146
O (1.8940, -1.9044, 3.5079)  -0.6030
O (0.2113, -3.1286, 2.1751)  -0.5812
C (2.5445, -2.3111, 0.9711)  0.5574
F (3.2880, -3.3691, 1.3831)  -0.2174
F (1.9937, -2.7045, -0.2143)  -0.1849
F (3.3138, -1.1857, 0.8002)  -0.2121
C (3.1354, 2.6002, -0.0209)  0.6818
F (3.0399, 2.4357, 1.3117)  -0.1599
F (3.4748, 3.8640, -0.3281)  -0.1841
F (3.9506, 1.7157, -0.6742)  -0.1689
S (1.2203, 2.4301, -0.6758)  0.8770
O (0.2226, 2.3172, 0.4378)  -0.7230
O (0.9077, 3.5471, -1.4633)  -0.5419
N (1.0472, 0.8066, -1.3997)  -0.2080
S (1.3641, 1.0419, -2.9051)  0.8251
O (0.2072, 1.5521, -3.6647)  -0.6019
O (2.5987, 1.8068, -3.1299)  -0.6459
C (1.7910, -0.8294, -3.5052)  0.5931
F (2.9897, -1.1920, -2.9482)  -0.2206
F (0.9167, -1.7079, -3.0577)  -0.1585
F (1.7763, -0.8462, -4.8556)  -0.2005

Its total energy is -5601.61923 Ha. The value obtained for the LUMO energy (alpha / beta) is 2.05 / 0.40 eV. Its spin multiplicity is 3. The net charge is -1. As for the expectation value of S²: 2.005. As for the HOMO energy (alpha / beta): -7.346 / -7.373 eV. Its frontier orbital gap (alpha / beta) is 9.393 / 7.771 eV.

Molecular formula: C12H21Cl6Mg2O6
Method: DFT, ωB97M-V with the def2-TZVPD basis set

Last column: Mulliken charge in e.
Atoms and positions in Å:
Mg (3.0274, -0.1136, 0.0346)  0.4935
Mg (0.2251, -1.8293, -1.1302)  0.7862
C (-0.6649, 1.9701, 0.7171)  -1.1041
C (0.1663, 0.9005, 0.0127)  0.9623
O (1.4350, 0.9864, 0.1004)  -0.5919
O (-0.3302, 0.0343, -0.7495)  -0.5571
H (-1.7257, 1.7548, 0.8457)  0.2267
H (-0.5401, 2.8623, 0.1034)  0.3775
H (-0.1984, 2.2496, 1.6617)  0.2752
C (1.9472, -3.3716, 2.4415)  -1.2113
C (1.6041, -2.3337, 1.4134)  0.8449
O (2.3521, -1.3128, 1.4244)  -0.7243
O (0.6535, -2.5171, 0.5963)  -0.7107
H (1.1782, -3.7052, 3.1382)  0.2978
H (2.7546, -3.1102, 3.1254)  0.3394
H (2.2190, -4.3458, 2.0353)  0.3270
C (3.2743, -1.7220, -3.6234)  -1.1779
C (2.0708, -1.5667, -2.7100)  1.2487
O (0.9508, -1.7906, -3.1584)  -0.6811
O (2.1997, -1.2109, -1.5391)  -0.4168
H (3.0808, -1.2929, -4.6066)  0.3640
H (3.5277, -2.7546, -3.8634)  0.2918
H (4.1258, -1.1448, -3.2629)  0.2674
Cl (-4.5451, -2.3533, 0.1570)  -0.1473
C (-4.0578, -2.8562, 1.8138)  -0.4715
C (-2.5739, -2.5806, 2.0607)  -0.4300
Cl (-2.2260, -0.7781, 2.0793)  -0.1510
H (-4.2721, -3.9249, 1.8232)  0.3451
H (-4.5678, -2.2910, 2.5939)  0.3181
H (-2.0108, -3.0461, 1.2518)  0.0728
H (-2.1168, -3.0946, 2.9062)  0.4388
Cl (0.5292, 4.6556, 2.3471)  -0.1966
C (2.2004, 4.0859, 1.9354)  -0.2123
C (2.6887, 4.6050, 0.6207)  -0.3362
Cl (2.9715, 6.3656, 0.7043)  -0.2010
H (2.2108, 3.0008, 2.0389)  0.0272
H (2.8859, 4.5257, 2.6598)  0.4418
H (1.8901, 4.5584, -0.1197)  0.1858
H (3.6016, 4.1379, 0.2511)  0.3303
Cl (-3.4349, 2.1191, -4.0607)  -0.2034
C (-2.9324, 1.7351, -2.4029)  -0.2316
C (-3.3752, 0.3315, -1.9937)  0.0973
Cl (-5.1133, 0.0842, -2.0851)  -0.1910
H (-3.2918, 2.4566, -1.6693)  0.3686
H (-1.8449, 1.8046, -2.3784)  0.0499
H (-3.0426, 0.2788, -0.9570)  -0.0621
H (-2.9059, -0.4562, -2.5831)  0.2313

Its total energy is -4082.86155 Ha. The value obtained for the LUMO energy (alpha / beta) is -0.78 / -0.81 eV. Its spin multiplicity is 2. Its relative energy (zero: lowest compared OMol25 entry of this formula, charge and spin) is 0.1364 eV. The net charge is 0. As for the expectation value of S²: 0.750. As for the HOMO energy (alpha / beta): -4.933 / -10.525 eV. Its frontier orbital gap (alpha / beta) is 4.148 / 9.712 eV.

Molecular formula: C14H50N3O9
Method: DFT, ωB97M-V with the def2-TZVPD basis set

Last column: Mulliken charge in e.
Atoms and positions in Å:
O (0.4633, 1.3840, 4.6318)  -0.4035
H (1.2607, 1.9589, 4.5964)  0.4328
H (0.2019, 1.0665, 3.7071)  0.3092
H (-0.2782, 1.8864, 5.0047)  0.3918
O (-2.8747, 2.5726, 3.0737)  -0.4233
H (-3.6232, 1.9500, 3.1875)  0.4953
H (-2.1182, 2.0994, 2.5461)  0.2651
H (-2.5008, 2.7540, 3.9515)  0.4381
C (-0.6832, -1.2143, 3.0629)  -1.1690
C (-1.0590, -0.3550, 1.8556)  0.4928
O (-0.9481, 1.0186, 2.1399)  -0.4167
H (-0.8643, -2.2508, 2.7753)  0.1781
H (-1.2493, -1.0096, 3.9747)  0.2402
H (0.3816, -1.0870, 3.2776)  0.2305
H (-2.0715, -0.6521, 1.5441)  0.4081
H (-0.4763, -0.6275, 0.9669)  -0.3342
C (-0.8240, 4.5580, -1.9683)  -1.3341
C (-1.5932, 3.6365, -1.0583)  0.1834
C (-1.7473, 2.2003, -1.5714)  0.3150
O (-2.3676, 2.2840, -2.8326)  -0.4145
C (-2.1549, 1.1478, -3.6356)  -0.6254
N (-0.8280, 3.6061, 0.2146)  -0.6338
H (0.1599, 4.1303, -2.1666)  0.2066
H (-0.6869, 5.5372, -1.5097)  0.4163
H (-1.4379, 4.7182, -2.8555)  0.3461
H (-2.5245, 4.1445, -0.7950)  0.2603
H (-2.3727, 1.5942, -0.9023)  0.4079
H (-0.7533, 1.7407, -1.6459)  -0.3789
H (-2.7092, 0.2813, -3.2542)  0.2403
H (-1.0910, 0.8963, -3.6881)  0.2054
H (-2.5248, 1.2685, -4.6526)  0.3590
H (-0.8759, 2.7329, 0.7268)  0.1228
H (0.1584, 3.7588, 0.0378)  0.3102
C (2.2727, 2.3650, -3.4884)  -0.7817
C (3.3030, 1.4486, -2.8052)  0.5136
C (2.8041, 0.0874, -2.3343)  -0.3082
O (3.6437, -0.5043, -1.3337)  -0.4100
C (2.9169, -1.6091, -0.8163)  -0.6168
N (4.3631, 1.2904, -3.8443)  -0.7150
H (1.9395, 2.0813, -4.4837)  0.3203
H (2.8068, 3.3058, -3.6256)  0.3843
H (1.4101, 2.4781, -2.8253)  -0.1791
H (3.6285, 1.8791, -1.8517)  0.1547
H (2.5674, -0.6117, -3.1446)  0.4159
H (1.7908, 0.2567, -1.9374)  -0.1509
H (2.5492, -2.3299, -1.5548)  0.3459
H (2.0912, -1.3445, -0.1518)  0.0439
H (3.6927, -2.2206, -0.3483)  0.4531
H (5.0806, 1.9561, -3.5679)  0.2672
H (4.8043, 0.3790, -3.7642)  0.2831
C (-2.2040, -2.7292, -2.0450)  -1.4316
C (-0.8987, -2.9533, -1.2875)  1.1429
C (-1.0398, -3.7814, -0.0063)  -0.6315
O (0.2342, -4.3731, 0.3089)  -0.3691
C (0.2255, -4.8544, 1.6435)  -0.6944
N (-0.0762, -3.7584, -2.2462)  -0.8635
H (-3.0497, -2.4204, -1.4209)  0.3643
H (-2.5624, -3.6690, -2.4700)  0.3607
H (-2.0316, -2.0336, -2.8624)  0.2812
H (-0.2816, -2.0563, -1.1852)  -0.4404
H (-1.6855, -4.6327, -0.2471)  0.4635
H (-1.4848, -3.1595, 0.7756)  0.3335
H (1.2199, -5.2785, 1.7749)  0.3288
H (-0.5422, -5.5823, 1.9204)  0.3246
H (0.0880, -4.0413, 2.3630)  0.1371
H (-0.4594, -4.7071, -2.2638)  0.3322
H (0.6488, -3.9604, -1.5527)  0.3467
O (-4.0277, -1.7355, 5.0935)  -0.6432
H (-3.2983, -1.9536, 4.5032)  0.3232
H (-3.7515, -2.0651, 5.9561)  0.3287
O (2.8626, -0.0814, 3.9768)  -0.5977
H (2.9849, -0.8963, 3.4751)  0.2990
H (2.7359, -0.3777, 4.8859)  0.3107
O (1.8460, 1.8675, 1.4263)  -0.6319
H (2.4874, 1.1471, 1.4431)  0.2844
H (1.0075, 1.4490, 1.1791)  0.1998

Its total energy is -1404.35996 Ha. The value obtained for the LUMO energy is -4.73 eV. Its relative energy (zero: lowest compared OMol25 entry of this formula, charge and spin) is 2.9789 eV. The net charge is +1. As for the HOMO energy: -10.990 eV. Its frontier orbital gap is 6.263 eV.

Molecular formula: C3H9NO2
Method: DFT, ωB97M-V with the def2-TZVPD basis set

Last column: Mulliken charge in e.
Atoms and positions in Å:
C (-2.0358, 2.1954, -0.8735)  -0.5081
O (-1.5489, 1.4840, 0.3523)  -0.4819
H (-0.8136, 1.9733, 0.6883)  0.2675
H (-1.2516, 2.4074, -1.6519)  0.2373
H (-2.5899, 1.3135, -1.1313)  0.2133
H (-2.4490, 3.0982, -0.6080)  0.2650
C (0.3316, -0.8297, 0.8376)  -0.8774
C (1.4868, -1.7564, 0.7391)  0.4857
O (1.8384, -2.3364, 1.6443)  -0.4964
N (2.0866, -1.9516, -0.4781)  -0.3763
H (0.5028, 0.1674, 0.4218)  0.2096
H (-0.0382, -0.8050, 1.8251)  0.3586
H (2.7803, -2.5204, -0.6072)  0.1630
H (2.0953, -1.3925, -1.3060)  0.1730
H (-0.3948, -1.0473, 0.1477)  0.3670

Its total energy is -324.87866 Ha. The value obtained for the LUMO energy is 0.67 eV. Its relative energy (zero: lowest compared OMol25 entry of this formula, charge and spin) is 2.5565 eV. The net charge is 0. As for the HOMO energy: -9.718 eV. Its frontier orbital gap is 10.387 eV.

Molecular formula: C5H4
Method: DFT, ωB97M-V with the def2-TZVPD basis set

Last column: Mulliken charge in e.
Atoms and positions in Å:
C (0.3892, 1.2281, -1.0518)  -0.8341
C (-0.0740, 0.2003, -0.1634)  0.4100
C (-0.4409, -0.7949, 0.5772)  -0.0643
C (-0.1333, -1.6268, 1.6288)  -0.1852
C (-0.0762, -2.5038, 2.5272)  -0.4713
H (-0.1980, 2.1531, -1.0497)  0.3121
H (0.6317, 0.9042, -2.0700)  0.3033
H (1.3502, 1.4739, -0.5584)  0.2677
H (-1.4488, -1.0341, 0.1603)  0.2619

Its total energy is -192.63812 Ha. The value obtained for the LUMO energy (alpha / beta) is -1.76 / -1.76 eV. Its relative energy (zero: lowest compared OMol25 entry of this formula, charge and spin) is 4.2453 eV. The net charge is 0. As for the HOMO energy (alpha / beta): -8.667 / -8.667 eV. Its frontier orbital gap (alpha / beta) is 6.906 / 6.907 eV.

Q: net charge of number 6 (C5H4)?
A: 0